This record from OMol25 describes a 16-piece molecular cluster, C4H30BO23 overall in a non-equilibrium geometry. The level of theory is ωB97M-V/def2-TZVPD.

Each line ends with the Löwdin charge.
Cartesian coordinates (Å):
O (3.64499, 1.56278, -0.54039)  0.13
C (2.98980, 0.62172, -1.00022)  -0.42
O (2.45087, -0.03428, -0.12477)  0.31
B (1.18529, -0.54068, -0.74010)  -0.80
O (1.16537, 0.05202, -2.09878)  0.26
C (2.23964, 0.70523, -2.18663)  -0.36
O (2.16166, 1.65184, -3.03181)  0.10
O (0.01138, -0.31127, 0.04368)  0.25
C (-0.62586, -1.40911, 0.06650)  -0.30
O (-1.61927, -1.54463, 0.83334)  0.09
C (0.20952, -2.49850, -0.43097)  -0.44
O (1.25568, -2.01321, -0.87431)  0.32
O (0.22666, -3.62733, -0.05755)  0.16
O (-3.99865, -0.27900, 0.83977)  -0.06
H (-4.40278, 0.29489, 1.51975)  0.06
H (-3.13872, -0.49940, 1.18501)  -0.03
O (-0.43840, 1.49227, 1.88466)  -0.03
H (-1.14508, 0.95253, 2.25846)  -0.01
H (-0.22493, 0.92952, 1.17626)  -0.04
O (-2.29648, 0.00252, 3.14861)  -0.02
H (-2.66348, -0.83513, 3.09614)  -0.03
H (-3.02440, 0.47188, 3.56399)  0.08
O (-2.98065, -2.79995, 2.73605)  -0.06
H (-2.37928, -2.98678, 2.02063)  -0.02
H (-3.83193, -2.70441, 2.23256)  0.06
O (-4.00198, -2.93877, -0.25116)  -0.03
H (-4.00568, -3.14342, -1.21294)  0.10
H (-3.86103, -2.02005, -0.27910)  -0.02
O (-2.19065, -4.57478, 0.67601)  -0.07
H (-2.80734, -3.94326, 0.25648)  -0.03
H (-1.34056, -4.41539, 0.29909)  -0.03
O (0.66849, -3.53315, 2.82588)  -0.05
H (0.76516, -3.70813, 1.88806)  0.00
H (0.38244, -2.62043, 2.82280)  -0.03
O (1.71526, 3.85963, -5.07368)  -0.07
H (1.19166, 3.05679, -5.09583)  0.01
H (2.15553, 3.76942, -4.21861)  0.00
O (-1.98120, 0.60630, -1.79655)  -0.02
H (-2.40899, 1.08149, -1.12265)  0.00
H (-2.64736, -0.12919, -1.97740)  0.09
O (0.37786, 2.91347, -0.61420)  0.02
H (-0.48027, 2.59012, -0.62914)  -0.01
H (0.68638, 3.06084, -1.51409)  0.03
O (0.45525, -0.78427, 3.39071)  -0.06
H (1.12682, -0.62206, 4.08628)  0.07
H (0.40932, 0.04023, 2.86565)  0.02
O (2.76777, 4.32211, -1.57494)  -0.04
H (1.95377, 4.74748, -1.23167)  0.06
H (2.69454, 3.38677, -1.42186)  -0.02
O (-0.73225, -0.23868, -4.39698)  -0.04
H (-0.52742, 0.35651, -5.08292)  0.00
H (-0.20223, 0.03851, -3.62863)  0.01
O (3.58902, 0.83725, 2.50506)  -0.04
H (3.37002, 0.13430, 3.10329)  0.01
H (3.70073, 0.36968, 1.65413)  0.02
O (5.09508, 3.71888, 0.05274)  -0.12
H (4.88321, 4.16773, -0.78942)  0.01
H (4.42767, 2.96054, -0.03430)  0.00

Properties
Kohn-Sham gap = 8.865 eV
Total charge = -1
LUMO = 0.046 Eh
Calculated total energy = -52409.612 eV
Max |F| = 9.97 eV/Å
ΔE to the lowest compared entry with this formula, charge and spin = 5.013 eV



This record from OMol25 describes a 10-piece molecular cluster, C4H30N2O10 overall in a non-equilibrium geometry. The level of theory is ωB97M-V/def2-TZVPD.

Each line ends with the Löwdin charge.
Cartesian coordinates (Å):
C (0.68860, 1.02019, 1.60346)  -0.06
C (0.02497, -0.34012, 1.36352)  -0.34
C (0.11529, -0.83673, -0.12323)  -0.17
O (1.21966, -1.74578, -0.15849)  -0.13
N (-1.44244, -0.12268, 1.43114)  -0.06
C (-2.05057, -0.42248, 2.78286)  -0.29
N (-3.38090, 0.15506, 2.83310)  0.01
H (0.31996, 1.42685, 2.55654)  0.09
H (0.73427, 1.75188, 0.78111)  0.06
H (1.77423, 0.86975, 1.82678)  0.09
H (0.61079, -1.02928, 2.02706)  0.15
H (-0.71114, -1.46940, -0.45693)  0.10
H (0.33186, 0.09243, -0.66434)  0.11
H (1.07243, -2.53287, -0.70875)  0.03
H (-1.64036, 0.86207, 1.23567)  0.05
H (-1.52151, 0.01598, 3.69021)  0.12
H (-2.07858, -1.52423, 2.94495)  0.12
H (-3.35974, 1.09659, 2.46170)  0.06
H (-4.11226, -0.42163, 2.48135)  0.05
O (0.79464, 3.10919, -2.68028)  -0.07
H (1.43070, 2.53554, -3.13457)  0.06
H (0.30434, 2.56936, -2.01689)  0.05
O (-3.31232, -1.43151, -0.62902)  -0.08
H (-3.04083, -1.32284, 0.30205)  0.02
H (-2.75524, -2.18967, -0.93883)  0.07
O (-2.36584, 2.37572, 0.42193)  -0.08
H (-2.31488, 3.26266, 0.06167)  0.05
H (-2.53052, 1.76097, -0.32708)  0.01
O (2.02705, -0.46725, -4.05068)  -0.04
H (1.44023, -0.38827, -4.79494)  0.03
H (1.86876, -1.25582, -3.53934)  0.02
O (3.08167, -2.40337, 1.91598)  -0.08
H (2.53863, -1.80809, 1.36482)  -0.01
H (3.89112, -1.87553, 1.94438)  0.04
O (-2.36959, 0.87374, -1.89367)  -0.07
H (-2.88314, 0.09122, -1.62340)  0.01
H (-3.05153, 1.27090, -2.44928)  0.06
O (0.63859, -4.27362, -0.78856)  -0.04
H (1.29841, -4.97071, -0.95220)  0.08
H (0.48050, -4.39153, 0.14892)  0.06
O (4.15748, 0.79607, -0.28574)  -0.05
H (3.49246, 1.46691, -0.44937)  -0.02
H (3.80516, -0.06645, -0.48201)  0.01
O (2.42908, 3.26928, -0.64108)  -0.08
H (1.47683, 3.28657, -0.89810)  0.02
H (2.87366, 3.33095, -1.49239)  0.04

Properties
Kohn-Sham gap = 8.735 eV
Total charge = 0
LUMO = -0.001 Eh
Calculated total energy = -28088.899 eV
Max |F| = 3.13 eV/Å
ΔE to the lowest compared entry with this formula, charge and spin = 3.022 eV



This record from OMol25 describes a 10-piece molecular cluster, C4H30N2O9S overall in a non-equilibrium geometry. The level of theory is ωB97M-V/def2-TZVPD.

Each line ends with the Löwdin charge.
Cartesian coordinates (Å):
N (-0.81989, 1.43656, 3.34619)  -0.02
C (-1.42565, 1.10783, 2.04330)  -0.20
C (-0.52045, 0.19210, 1.17067)  -0.37
N (0.59773, 0.82684, 0.45245)  0.07
C (-1.47725, -0.37782, 0.06282)  -0.24
C (-2.52204, -1.34995, 0.64154)  -0.50
S (-2.93919, -2.73301, -0.58878)  0.68
H (-0.80100, 0.60482, 3.91809)  0.09
H (-1.20369, 2.23362, 3.83985)  0.09
H (-2.31165, 0.54072, 2.29588)  0.10
H (-1.62222, 2.11335, 1.54893)  0.15
H (-0.27264, -0.64282, 1.84947)  0.11
H (0.44506, 0.80552, -0.56428)  0.08
H (0.75997, 1.71601, 0.89798)  0.04
H (-0.87757, -1.07341, -0.55752)  0.08
H (-1.86173, 0.35500, -0.63551)  0.08
H (-3.51854, -0.95835, 0.91909)  0.07
H (-2.10805, -1.93555, 1.46042)  0.06
H (-3.25403, -1.80588, -1.51506)  -0.16
O (1.86356, -1.44396, 3.38596)  -0.06
H (2.73909, -1.14889, 3.09714)  0.01
H (1.37691, -1.05105, 2.65015)  -0.02
O (-2.72861, 1.78142, -2.13085)  -0.10
H (-3.61808, 2.04473, -2.35997)  0.03
H (-2.23936, 1.22472, -2.78714)  0.00
O (-2.18461, -0.16637, -3.79261)  -0.06
H (-2.24232, -0.84399, -3.11729)  0.01
H (-1.25561, -0.01978, -4.04856)  0.03
O (1.70231, 2.43196, 2.54967)  -0.09
H (0.86109, 2.12606, 2.96986)  0.00
H (1.77798, 3.38671, 2.63908)  0.05
O (0.45658, 0.16853, -3.20106)  -0.07
H (0.84279, 0.08050, -4.07760)  0.06
H (0.63873, -0.64846, -2.70414)  0.00
O (0.59587, -2.43507, -3.09565)  -0.08
H (1.32419, -2.65643, -2.46958)  0.04
H (-0.00152, -3.18657, -3.00255)  0.06
O (1.95563, -1.97375, -0.82889)  -0.06
H (2.26540, -1.10183, -1.14557)  0.02
H (1.34985, -1.63413, -0.15362)  0.03
O (2.98318, 0.83804, -1.55098)  -0.04
H (3.07009, 0.90021, -0.59802)  0.00
H (3.84497, 0.87909, -1.96988)  0.06
O (3.74223, 0.16542, 1.65290)  -0.06
H (2.90847, 0.35418, 1.19015)  -0.01
H (3.70404, 0.87315, 2.31350)  0.04

Properties
Kohn-Sham gap = 9.744 eV
Total charge = 0
LUMO = 0.014 Eh
Calculated total energy = -36877.781 eV
Max |F| = 2.56 eV/Å
ΔE to the lowest compared entry with this formula, charge and spin = 0.000 eV



This record from OMol25 describes a 11-piece molecular cluster, C4H30O13 overall in a non-equilibrium geometry. The level of theory is ωB97M-V/def2-TZVPD.

Each line ends with the Löwdin charge.
Cartesian coordinates (Å):
O (16.73585, 6.01802, 20.28922)  -0.05
C (17.69683, 6.66977, 19.59774)  -0.30
C (17.04661, 7.48227, 18.44817)  -0.23
O (17.98129, 7.96930, 17.54425)  -0.08
H (16.61760, 5.11954, 19.83637)  0.15
H (18.13576, 7.48536, 20.18316)  0.11
H (18.56037, 6.00535, 19.27793)  0.13
H (16.38921, 8.34835, 18.70785)  0.13
H (16.34152, 6.86957, 17.87337)  0.12
H (17.67529, 8.76470, 17.11954)  0.05
O (24.76208, 12.72500, 19.00565)  -0.08
C (24.62350, 11.62992, 19.92404)  -0.23
C (23.30341, 10.92668, 19.72849)  -0.19
O (22.45960, 11.69916, 20.65239)  -0.09
H (25.54416, 12.70281, 18.43474)  0.08
H (25.38196, 10.95389, 19.66477)  0.09
H (24.83649, 11.86095, 20.95952)  0.12
H (23.29581, 10.02059, 20.37675)  0.10
H (22.93898, 10.61842, 18.76788)  0.11
H (21.65544, 11.21818, 20.63120)  0.00
O (16.94190, 10.68560, 17.08940)  -0.01
H (17.61988, 10.75776, 16.47611)  -0.01
H (17.33962, 10.89045, 17.92197)  -0.01
O (19.56351, 9.65452, 22.92185)  -0.03
H (19.64229, 10.30995, 23.60609)  0.05
H (19.79259, 10.17152, 22.16079)  0.00
O (20.00706, 10.00553, 20.10253)  -0.08
H (20.00625, 9.08968, 19.84574)  0.00
H (19.87752, 10.40677, 19.20930)  -0.01
O (17.29555, 10.87391, 20.11843)  -0.03
H (18.23201, 10.81521, 19.90015)  -0.02
H (17.14645, 10.10908, 20.63885)  0.02
O (20.83695, 6.81310, 20.77534)  -0.05
H (20.30160, 6.99365, 21.58519)  0.10
H (20.66244, 5.97803, 20.34249)  0.07
O (20.67581, 7.98658, 18.27000)  -0.07
H (19.79982, 7.80513, 17.91018)  0.01
H (20.71572, 7.64106, 19.19125)  0.00
O (19.66679, 10.74967, 17.66262)  0.01
H (20.40842, 10.23687, 17.41802)  0.05
H (19.91474, 11.59928, 17.36723)  0.06
O (22.30691, 8.79368, 22.11675)  -0.02
H (22.09920, 8.14844, 21.45938)  -0.01
H (21.44877, 8.93733, 22.45048)  -0.03
O (19.79902, 12.97903, 19.74845)  -0.05
H (20.59256, 13.42338, 19.33770)  0.08
H (19.11593, 13.12554, 19.09686)  0.03

Properties
Kohn-Sham gap = 9.318 eV
Total charge = 0
LUMO = -0.001 Eh
Calculated total energy = -31250.296 eV
Max |F| = 4.99 eV/Å
ΔE to the lowest compared entry with this formula, charge and spin = 2.741 eV



This record from OMol25 describes a 14-piece molecular cluster, C4H31ClO15 overall in a non-equilibrium geometry. The level of theory is ωB97M-V/def2-TZVPD.

Each line ends with the Löwdin charge.
Cartesian coordinates (Å):
O (1.21822, -1.65077, 1.11287)  0.14
C (0.46427, -0.96656, 0.46492)  -0.43
C (0.52181, 0.48382, 0.09608)  -0.08
C (-0.91316, 0.82067, 0.52773)  -0.16
C (-1.61363, -0.33570, -0.17685)  -0.64
Cl (-3.11518, -0.76387, 0.69951)  0.75
O (-0.72292, -1.42565, -0.06520)  0.00
H (1.33981, 1.06380, 0.47901)  0.12
H (0.55042, 0.47442, -0.98766)  0.12
H (-1.27373, 1.80744, 0.31468)  0.10
H (-0.96688, 0.53231, 1.57306)  0.12
H (-1.82621, -0.12285, -1.21281)  0.11
O (-4.95801, -3.04828, 2.50306)  -0.05
H (-4.50434, -2.35322, 2.01534)  -0.04
H (-5.48972, -2.58760, 3.15830)  0.05
O (-5.70828, 1.29314, -0.08756)  -0.06
H (-5.25256, 0.48671, 0.17494)  -0.03
H (-6.04848, 1.09988, -0.96652)  0.05
O (4.10287, -2.86526, 1.40192)  -0.05
H (3.20798, -2.51901, 1.49626)  0.01
H (3.98547, -3.81746, 1.35567)  0.05
O (3.12439, 0.78346, -1.38890)  -0.06
H (3.63237, -0.00159, -1.16690)  0.03
H (3.80338, 1.45584, -1.48995)  0.04
O (5.27148, 0.06568, -3.22179)  -0.06
H (5.79823, -0.72156, -3.04281)  0.02
H (4.87358, -0.09493, -4.08089)  0.04
O (-0.61336, 3.02588, -1.57815)  -0.04
H (-0.86811, 3.57330, -2.32684)  0.05
H (0.33253, 3.17799, -1.48334)  0.05
O (-4.97184, -5.98049, 2.08209)  -0.07
H (-5.78626, -6.04789, 1.57920)  0.03
H (-4.98181, -5.08017, 2.43427)  -0.01
O (4.97397, 0.26727, 1.36684)  -0.05
H (4.07711, 0.59636, 1.46741)  0.02
H (4.87316, -0.68897, 1.31984)  0.00
O (8.13099, -0.52917, -2.55630)  -0.05
H (8.45761, -1.19432, -1.94257)  0.03
H (8.06710, 0.27179, -2.02798)  0.04
O (7.19078, -2.73634, 0.34169)  -0.05
H (6.43641, -2.65206, 0.93659)  0.00
H (7.12042, -3.63014, -0.00241)  0.03
O (-5.11354, 3.75310, 1.36465)  -0.06
H (-5.45624, 3.66606, 2.25896)  0.05
H (-5.51693, 3.01983, 0.87786)  0.00
O (-4.15923, 0.24575, -2.78341)  -0.05
H (-3.65316, 1.03108, -2.55283)  0.03
H (-3.56208, -0.28538, -3.31788)  0.04
O (-4.53189, 6.60143, 1.80870)  -0.07
H (-5.42437, 6.85910, 1.56828)  0.03
H (-4.52246, 5.64313, 1.67983)  -0.01

Properties
Kohn-Sham gap = 10.750 eV
Total charge = 0
LUMO = -0.003 Eh
Calculated total energy = -47886.549 eV
Max |F| = 1.21 eV/Å